1.
Here is a molecular structure, H41O20 in a non-equilibrium geometry from the Open Molecules 2025 dataset. Energies are from ωB97M-V/def2-TZVPD.

Geometry as XYZ:
```
61
Properties=species:S:1:pos:R:3:forces:R:3:nbo_charge:R:1
O 1.5171 4.8787 1.6717 2.353 0.521 2.133 -0.9645
H -2.9410 -2.5577 -0.3551 0.665 2.432 0.559 0.5225
O -0.1305 2.7555 1.6259 -0.592 -1.283 -0.150 -0.9938
H 0.5837 3.3555 1.8320 0.526 0.599 0.433 0.5100
H 1.5388 1.6215 5.0792 0.361 -0.998 -1.141 0.4875
O 2.4468 -3.7853 -2.2124 -1.199 -0.005 -0.124 -0.9518
H 2.9792 -4.5688 -2.2052 0.922 -0.545 -0.006 0.4688
H 1.5657 -4.1914 -2.3369 0.233 0.624 0.165 0.4822
O 0.3575 -1.4210 4.5191 -3.584 -7.477 4.759 -0.9560
H 0.8514 -0.7871 4.1987 4.439 5.157 -2.030 0.4726
H 1.7130 1.2493 -1.0404 -1.153 -0.926 0.790 0.4942
O -0.4404 -4.8587 -0.8272 -0.031 -0.316 -0.385 -0.9870
H -2.0082 -0.9124 -0.3308 -0.373 -0.813 -0.005 0.5073
H 0.8392 -1.9589 5.2716 -1.243 2.082 -2.651 0.4773
O -2.7783 -1.5536 0.1468 -1.337 0.403 -0.545 -0.8743
H -4.0517 0.3878 -2.8418 2.064 -2.588 0.610 0.5193
H -0.7462 -4.0042 -0.4819 0.896 -0.292 0.494 0.4947
O 4.0014 1.5424 3.3630 0.922 -0.065 -0.615 -0.9862
H -3.7104 -2.8957 -2.2515 0.485 0.042 2.218 0.5404
H -3.0292 -0.7894 -3.1584 2.165 -0.639 -2.815 0.4783
O -0.5990 -2.6111 0.9652 1.274 5.001 -0.832 -0.9688
H -0.3040 -1.6512 1.3387 -1.016 -3.201 -1.574 0.4981
H -0.4845 -3.0638 1.7492 0.146 -2.023 2.804 0.4793
O -1.2223 -0.2071 -1.0908 4.168 -5.725 3.547 -0.8798
H -0.4738 0.1181 -0.5143 -0.355 -0.125 -0.885 0.5295
H 0.2554 -5.2442 -0.2601 -0.746 0.719 -0.197 0.4886
O 5.1562 -1.4686 1.6879 -0.321 -1.392 -2.509 -0.9421
H 5.2324 -0.6629 1.1770 0.174 0.945 0.324 0.4667
H 5.0034 -2.0361 0.8559 0.267 0.464 2.129 0.4783
O -1.5308 4.6747 -2.8291 -11.631 -1.975 0.033 -0.9058
H -1.8775 5.2817 -2.1606 -0.543 -0.374 -0.206 0.4701
H 4.3050 2.4444 3.0724 0.046 -1.933 0.224 0.4974
O -4.9409 1.9014 -1.8775 0.765 -5.681 -0.317 -0.9737
H -5.4189 1.0593 -2.2983 0.326 4.066 1.459 0.4861
H -5.2845 2.7549 -1.9360 -1.721 1.576 -0.918 0.5012
O 3.1429 -0.2943 -3.5249 1.558 -1.619 -0.555 -0.9270
H 2.5310 -0.8980 -3.1500 -2.472 -0.050 1.272 0.4597
H 3.6661 -1.1147 -3.7255 0.857 1.588 -0.605 0.4675
O -1.9646 2.2791 -0.3299 -3.920 0.084 3.450 -0.9913
H 0.0188 1.8921 2.0511 0.162 0.679 0.202 0.4957
H -2.7093 2.3178 0.5023 2.718 -0.242 -3.856 0.4791
O -3.3721 -3.2122 -1.3449 0.139 -3.107 -3.898 -0.9123
H -0.7306 4.8499 -2.7908 12.207 2.245 0.060 0.4367
H 2.2183 5.0681 2.4315 -2.175 -0.468 -2.661 0.4995
O 1.0663 1.0577 -0.2987 2.753 4.178 0.887 -0.9916
H -2.3337 1.4915 -3.0498 -0.115 -0.548 1.331 0.4537
H 1.3146 1.9503 0.2900 -1.627 -3.546 -1.800 0.5047
O -2.6700 1.6721 -3.9120 0.321 0.090 -0.583 -0.9402
H -2.1347 2.4555 -4.0364 -0.134 0.831 -0.836 0.4896
H -1.2191 2.4940 0.2322 1.004 0.333 0.166 0.4943
O -3.6045 -0.5057 -2.5183 -3.897 3.059 2.040 -1.0072
H 1.9584 5.0412 0.8208 0.014 0.093 0.562 0.4884
H 4.5543 0.7771 3.0426 -0.394 1.798 0.235 0.5002
O 1.5490 1.0647 4.2599 0.440 0.134 0.495 -0.9984
H -2.7956 -3.9932 -1.6184 -0.951 1.024 0.801 0.5265
H 2.4722 0.7352 4.0821 -1.211 1.192 0.518 0.5066
O 2.4177 -2.1384 2.4210 -4.665 -1.169 -1.480 -0.9584
H 3.3144 -2.2826 2.5039 3.078 -0.711 -0.027 0.4816
H 1.9737 -2.9111 1.9132 1.597 1.998 1.386 0.4738
H -3.5230 -1.1134 -0.3371 0.232 -0.089 0.736 0.5040
H -1.5145 0.5207 -1.4599 -2.870 5.968 -2.614 0.4981
```
Forces are in eV/Å.

Total energy: -41604.9500 eV
Total charge: +1
HOMO: -12.58 eV
HOMO-LUMO gap: 0.3669 Eh


2.
Here is a molecular structure, C19H38HfN5OPSi in a non-equilibrium geometry from the Open Molecules 2025 dataset. Energies are from ωB97M-V/def2-TZVPD.

Geometry as XYZ:
```
66
Properties=species:S:1:pos:R:3:forces:R:3:nbo_charge:R:1
Hf -0.1760 0.1094 0.1389 3.552 -2.326 0.559 1.6442
Si -0.8413 2.6340 0.1857 -0.192 0.967 -0.005 0.2612
P 1.4732 0.9300 -1.8423 0.255 0.351 -0.077 0.9365
N 1.4088 0.2337 1.2938 -3.363 -0.447 -2.786 -1.0652
H -0.5844 -1.6147 -1.3570 3.390 0.916 1.646 -0.5172
C 2.3732 -0.3068 -2.8276 0.110 -0.228 -0.136 -0.9370
H 2.9988 0.1793 -3.5884 -0.114 -0.098 0.157 0.2216
H 1.6536 -0.9770 -3.3099 0.135 0.099 0.090 0.2447
H 3.0089 -0.9087 -2.1684 -0.142 0.101 -0.096 0.2516
C 0.7232 1.9547 -3.1540 0.070 0.049 -0.249 -0.9427
H 1.4937 2.2264 -3.8861 -0.199 0.029 0.052 0.2272
H 0.2828 2.8639 -2.7359 0.085 -0.110 0.015 0.2489
H -0.0668 1.3904 -3.6597 0.092 0.052 0.041 0.2283
C 2.8391 1.9927 -1.2493 0.051 -0.007 -0.046 -0.9332
H 3.4717 2.3017 -2.0912 -0.107 -0.024 0.132 0.2189
H 3.4432 1.4353 -0.5265 -0.149 0.042 -0.076 0.2602
H 2.4419 2.8778 -0.7450 -0.001 -0.145 -0.063 0.2566
C -2.3435 3.1401 -0.8714 -0.094 0.344 0.287 -1.0709
H -3.1944 2.4635 -0.6647 0.302 0.358 -0.241 0.2177
H -2.0895 3.1149 -1.9449 -0.248 0.012 0.373 0.2174
H -2.6106 4.1727 -0.5691 -0.093 -0.516 -0.404 0.2295
H -1.2820 2.9189 1.6002 0.062 0.223 0.011 -0.1642
H 0.2155 3.6451 -0.1749 -0.118 0.008 0.234 -0.1584
C 2.2729 0.5414 2.2239 2.004 0.387 2.128 0.1472
C 3.9330 -0.1580 3.8989 -0.238 0.345 -0.288 -0.1919
C 3.1213 -0.4606 2.8035 -0.107 0.792 0.295 -0.2871
C 2.3593 1.8738 2.7505 0.100 -0.502 0.125 -0.2372
C 3.1667 2.1584 3.8509 -0.002 -0.423 -0.364 -0.2173
C 3.9514 1.1443 4.4241 0.091 0.050 0.156 -0.2907
H 4.5559 -0.9410 4.3425 -0.192 0.305 -0.116 0.2026
H 3.0807 -1.4590 2.3743 0.024 0.107 0.100 0.2043
H 1.7286 2.6346 2.2780 0.217 -0.213 0.221 0.2016
H 3.1836 3.1765 4.2536 0.060 -0.396 -0.094 0.2056
H 4.5844 1.3786 5.2835 -0.193 -0.115 -0.263 0.2028
C -2.1851 -0.7456 -2.1433 -1.220 2.899 2.519 0.7126
O -1.7597 0.1094 -1.2777 -3.167 -1.749 -3.488 -0.6968
C -2.3967 -2.2132 -1.9260 -1.115 -1.540 -1.401 -0.7774
H -2.7768 -2.6217 -2.9095 0.265 0.222 0.991 0.2268
H -3.2075 -2.4074 -1.1818 0.487 0.462 -0.367 0.2490
H -1.4702 -2.7284 -1.6505 -0.931 -0.037 -0.091 0.3106
C -2.9818 -0.1768 -3.2938 0.232 0.454 -1.075 -0.7328
H -2.7175 -0.7052 -4.2412 -0.221 0.353 0.631 0.2407
H -2.8458 0.9197 -3.4346 0.087 -0.828 0.291 0.2488
H -4.0789 -0.3478 -3.1379 0.923 -0.135 0.138 0.2624
C -1.4096 -2.3708 1.6904 -0.596 -0.538 0.734 -0.0781
N -1.5283 -0.8676 1.7256 -0.479 -0.607 0.622 -0.5955
C -1.0798 -0.4275 3.0951 -0.247 -0.300 0.914 -0.0805
N -1.8963 -1.0384 4.1762 -0.254 -0.107 -1.029 -0.4493
C -1.7922 -2.5115 4.0686 0.054 0.199 -0.194 -0.0839
N -2.2428 -3.0225 2.7515 0.184 1.068 -0.405 -0.4530
C -3.6511 -2.5956 2.5711 0.348 0.176 -0.031 -0.0799
N -3.8093 -1.1253 2.6354 0.645 -0.062 -0.143 -0.4582
C -2.9747 -0.5140 1.5809 -0.524 -0.343 0.545 -0.0710
C -3.3142 -0.6698 3.9526 0.316 -0.124 -0.131 -0.0823
H -0.3619 -2.6536 1.8642 -0.245 0.217 -0.176 0.2324
H -1.7379 -2.7382 0.7089 0.151 0.177 0.295 0.2180
H -1.1686 0.6640 3.1680 0.109 -0.211 -0.120 0.2290
H -0.0338 -0.7271 3.2379 -0.247 0.194 -0.198 0.2479
H -2.4253 -2.9618 4.8452 0.231 0.069 -0.143 0.2006
H -0.7440 -2.8044 4.2187 -0.276 0.055 0.023 0.2087
H -4.0067 -2.9529 1.5933 0.038 0.074 0.267 0.1943
H -4.2516 -3.0425 3.3755 0.102 0.071 -0.282 0.2047
H -3.0738 0.5786 1.6376 0.040 -0.214 -0.077 0.2243
H -3.3384 -0.8748 0.6104 0.174 0.160 0.168 0.2048
H -3.9249 -1.1410 4.7336 0.105 0.186 -0.150 0.2019
H -3.4081 0.4222 4.0069 -0.021 -0.231 0.043 0.2056
```
Forces are in eV/Å.

Total energy: -48287.3195 eV
Total charge: 0
HOMO: -6.23 eV
HOMO-LUMO gap: 0.2038 Eh


3.
Here is a molecular structure, C12H15N6O4PSTa in a non-equilibrium geometry from the Open Molecules 2025 dataset. Energies are from ωB97M-V/def2-TZVPD.

Geometry as XYZ:
```
40
Properties=species:S:1:pos:R:3:forces:R:3:nbo_charge:R:1
Ta -0.2914 -0.3278 -0.0180 1.834 -0.469 -0.050 2.6592
C 5.1585 -1.6662 -0.0253 -0.326 0.210 -0.002 -0.4149
N 3.9459 -0.8065 -0.0278 0.146 0.059 -0.003 -0.2505
C 3.9860 0.5676 -0.0377 0.068 -0.124 0.006 -0.0032
C 2.7010 1.0136 -0.0349 0.088 -0.103 0.009 -0.0223
N 1.8754 -0.0975 -0.0225 -0.289 0.500 -0.031 -0.6728
C 2.6652 -1.1848 -0.0192 0.034 -0.035 -0.004 0.0892
P 1.9878 -2.8756 -0.0199 0.060 -0.237 0.022 0.8693
C 0.8193 -2.6331 -1.4269 0.029 -0.021 -0.191 0.1074
N 0.0150 -1.5557 -1.6581 -0.123 0.176 0.041 -0.6495
C -0.6243 -1.7517 -2.8694 -0.037 -0.085 0.050 -0.0159
C -0.2030 -2.9425 -3.3596 0.122 -0.090 -0.002 0.0029
N 0.6896 -3.4734 -2.4530 0.023 -0.111 0.018 -0.2530
C 1.3860 -4.7771 -2.6365 -0.201 0.374 0.005 -0.4141
C 0.8142 -2.6350 1.3852 0.095 0.136 0.239 0.1052
N 0.0437 -1.5346 1.6341 -0.244 0.103 -0.093 -0.6531
C -0.5947 -1.7247 2.8460 -0.007 -0.089 -0.023 -0.0034
C -0.1970 -2.9277 3.3275 0.129 -0.077 -0.005 -0.0067
N 0.6772 -3.4726 2.4122 0.007 -0.190 -0.038 -0.2503
C 1.3485 -4.7913 2.5860 -0.202 0.389 -0.007 -0.4140
H 6.0166 -1.0027 -0.0422 0.062 -0.064 0.001 0.2660
H 5.1600 -2.2879 -0.9162 0.035 -0.046 0.017 0.2438
H 5.1741 -2.2614 0.8835 0.037 -0.046 -0.016 0.2446
H 4.9245 1.0979 -0.0449 -0.041 0.064 0.000 0.2838
H 2.3337 2.0274 -0.0387 -0.027 -0.009 -0.002 0.2752
H -1.3293 -1.0491 -3.2844 -0.005 0.017 0.030 0.2830
H -0.4541 -3.4621 -4.2705 -0.028 0.043 -0.011 0.2880
H 0.9319 -5.2662 -3.4921 0.035 -0.053 -0.001 0.2686
H 1.2397 -5.3851 -1.7489 0.059 -0.049 -0.012 0.2402
H 2.4379 -4.5880 -2.8324 0.029 -0.086 0.006 0.2494
H -1.2811 -1.0087 3.2693 -0.002 0.017 -0.028 0.2813
H -0.4523 -3.4466 4.2376 -0.030 0.043 0.011 0.2895
H 0.8825 -5.2794 3.4358 0.035 -0.056 0.002 0.2685
H 2.4033 -4.6236 2.7860 0.026 -0.086 -0.006 0.2498
H 1.1928 -5.3879 1.6924 0.059 -0.053 0.013 0.2398
O -3.3051 1.0553 -1.2539 0.265 -0.096 -0.196 -0.7553
S -2.7281 0.7698 -0.0124 -0.156 -0.325 0.034 2.4854
O -3.2578 1.0664 1.2481 0.245 -0.083 0.176 -0.7589
O -2.1270 -0.7868 -0.0117 -1.326 1.064 0.015 -0.8874
O -1.0835 1.3459 -0.0406 -0.478 -0.513 0.027 -0.8649
```
Forces are in eV/Å.

Total energy: -51467.3106 eV
Total charge: +3
HOMO: -19.52 eV
HOMO-LUMO gap: 0.2719 Eh